(1)
Entry from the Open Molecules 2025 dataset: a molecular structure, C2H2N2O2S2 in a non-equilibrium geometry (the ωB97M-V functional and the def2-TZVPD basis).

Cartesian coordinates (Å):
1 C -0.4291 -0.8148 -0.0593
2 C -2.4529 -1.1560 1.2420
3 N -1.3723 -1.0440 0.7899
4 N 0.7673 -1.3195 -0.3392
5 O -4.6003 0.9852 0.5405
6 O -3.4916 -0.4002 -1.1265
7 S 1.9459 -2.2602 0.2620
8 S -4.2979 -0.3500 0.1227
9 H -1.0468 -0.2486 -0.7617
10 H 1.2094 -0.6942 -1.0439

Values from the calculation:
Orbital gap (spin up / spin down), eV: 6.83 / 7.17
DFT total energy, eV: -30846.025
Total charge: 0
2S+1: 3
Energy relative to the best compared isomer or geometry (same formula, charge and spin), kcal per mole: 8.8

Atomic partial charges in e from the Löwdin method, atoms 1 to 4: -0.252 -0.005 -0.020 -0.513

(2)
Entry from the Open Molecules 2025 dataset: a single C4H5N3O molecule in a non-equilibrium geometry (the ωB97M-V functional and the def2-TZVPD basis).

Cartesian coordinates (Å):
1 C -0.1979 0.3336 1.1369
2 C -1.4979 0.7714 0.8129
3 C 0.4489 -0.2566 0.0085
4 C 1.9722 -0.6098 -0.0629
5 N -1.9813 0.7249 -0.3977
6 N -0.1328 -0.4559 -1.1346
7 N -1.4371 0.0504 -1.3197
8 O -1.8873 -0.0863 -2.3958
9 H 0.1757 0.2920 2.0919
10 H -2.1194 1.2329 1.4969
11 H 2.3209 -0.7675 1.0454
12 H 1.9831 -1.4942 -0.6705
13 H 2.3529 0.2649 -0.6112

Values from the calculation:
Orbital gap, eV: 9.36
DFT total energy, eV: -10742.886
Total charge: 0
2S+1: 1
Energy relative to the best compared isomer or geometry (same formula, charge and spin), kcal per mole: 109.0

Atomic partial charges in e from the Löwdin method, atoms 1 to 4: 0.014 -0.093 -0.325 -0.018

(3)
Entry from the Open Molecules 2025 dataset: 2 unconnected molecules or ions with the total composition C2H7N3O2 in a non-equilibrium geometry (the ωB97M-V functional and the def2-TZVPD basis).

Cartesian coordinates (Å):
1 C -3.8412 -0.2124 0.3144
2 C 3.3952 -0.5407 0.1345
3 N -2.8120 -0.6276 -0.3340
4 N -4.9183 0.3626 0.3819
5 N 4.2275 0.6774 -0.0852
6 O 2.2487 -0.3803 -0.0014
7 O -1.6308 -0.4086 -0.5343
8 H 4.0274 -1.4974 0.4652
9 H -3.2168 -1.5425 -0.7892
10 H -5.1320 0.8929 -0.4973
11 H -5.6164 0.4408 1.1452
12 H 3.7757 1.4355 -0.5811
13 H 5.1162 0.4101 -0.4382
14 H 4.3770 0.9902 0.8195

Values from the calculation:
Orbital gap (spin up / spin down), eV: 9.94 / 9.94
DFT total energy, eV: -10730.236
Total charge: +2
2S+1: 1
Energy relative to the best compared isomer or geometry (same formula, charge and spin), kcal per mole: 35.7

Atomic partial charges in e from the Löwdin method, atoms 1 to 4: 0.036 -0.189 -0.080 0.289

(4)
Entry from the Open Molecules 2025 dataset: a gas-phase ion, C11H20ClN3O4P (charge +1) in a non-equilibrium geometry (the ωB97M-V functional and the def2-TZVPD basis).

Cartesian coordinates (Å):
1 C 3.9225 -1.6939 0.6926
2 C 3.2227 -0.4382 1.4293
3 O 2.0986 -0.6597 1.9558
4 O 3.8522 0.8463 1.5217
5 C 3.8388 1.5390 0.2519
6 C 2.3357 1.5351 -0.2941
7 N 1.2558 1.8859 0.5993
8 C 0.1011 1.7257 -0.2872
9 O -1.2233 1.9404 0.1266
10 C -1.5540 0.8881 1.1230
11 C -3.0001 0.2600 0.8495
12 C -3.9911 1.3347 0.1713
13 C -3.0014 -1.1001 -0.0139
14 C -3.3507 -2.3260 0.9814
15 C -1.6365 -1.4106 -0.7943
16 N 0.4654 1.3428 -1.6116
17 N 1.8413 1.2319 -1.5985
18 P 2.7768 0.7743 -3.0610
19 O 2.6080 -0.9303 -3.1640
20 Cl 1.6963 1.7279 -4.6313
21 H 3.8134 -2.5722 1.4323
22 H 5.0405 -1.5055 0.5172
23 H 3.3980 -1.9895 -0.2769
24 H 4.4957 1.0373 -0.5408
25 H 4.2749 2.5876 0.4121
26 H 1.2927 2.1729 1.5878
27 H -0.7144 0.1299 1.2578
28 H -1.6322 1.4535 2.1305
29 H -3.4563 -0.0043 1.8778
30 H -3.9995 2.2555 0.8714
31 H -3.6040 1.6842 -0.8418
32 H -5.0452 0.8689 0.1189
33 H -3.8366 -0.9817 -0.8047
34 H -2.6638 -2.2087 1.8891
35 H -3.0701 -3.3255 0.4779
36 H -4.4568 -2.2780 1.2645
37 H -1.7722 -2.4477 -1.2877
38 H -1.4355 -0.6863 -1.6673
39 H -0.7282 -1.5233 -0.1015
40 H 1.8417 -1.1405 -2.5629

Values from the calculation:
Orbital gap, eV: 8.76
DFT total energy, eV: -46193.055
Total charge: +1
2S+1: 1

Atomic partial charges in e from the Löwdin method, atoms 1 to 4: 0.016 -0.384 0.061 -0.053

(5)
Entry from the Open Molecules 2025 dataset: 10 unconnected molecules or ions with the total composition C24H52Br12N4O4 in a non-equilibrium geometry (the ωB97M-V functional and the def2-TZVPD basis).

Cartesian coordinates (Å):
1 Br -19.7303 -8.8422 -24.2515
2 C -20.9243 -8.7089 -25.8080
3 C -21.6691 -9.9792 -26.0394
4 Br -23.0468 -10.2597 -24.6834
5 H -20.3625 -8.2800 -26.6346
6 H -21.6685 -7.9426 -25.5752
7 H -21.0774 -10.8924 -26.1019
8 H -22.1980 -10.0195 -26.9926
9 Br -24.8849 0.2967 -17.8519
10 C -23.5937 1.1267 -19.0877
11 C -22.8407 0.0502 -19.8058
12 Br -21.6059 0.8627 -21.1115
13 H -22.9075 1.6912 -18.4588
14 H -24.1972 1.8167 -19.6655
15 H -23.5188 -0.5475 -20.4111
16 H -22.2879 -0.5796 -19.1204
17 Br -18.4818 -1.8610 -24.1512
18 C -19.8497 -2.1681 -22.8052
19 C -19.1704 -2.5301 -21.5074
20 Br -20.5704 -2.6167 -20.0858
21 H -20.5271 -2.9603 -23.1278
22 H -20.5279 -1.3187 -22.7696
23 H -18.4620 -1.7600 -21.2197
24 H -18.7275 -3.5176 -21.4930
25 Br -27.3753 -6.6527 -21.1293
26 C -25.7094 -7.6916 -21.2072
27 C -24.5812 -6.7626 -21.5584
28 Br -23.0090 -7.7911 -22.1370
29 H -25.8721 -8.4848 -21.9282
30 H -25.5877 -8.1045 -20.2105
31 H -24.1953 -6.2456 -20.6888
32 H -24.8530 -6.1291 -22.3948
33 Br -18.9376 -3.3283 -29.2342
34 C -19.1611 -4.6496 -27.7867
35 C -17.9610 -4.7923 -26.8662
36 Br -18.6649 -5.7928 -25.3147
37 H -19.4400 -5.5694 -28.2886
38 H -20.0086 -4.3201 -27.1922
39 H -17.6266 -3.8548 -26.4367
40 H -17.1423 -5.3452 -27.3126
41 Br -18.4218 1.1433 -26.6687
42 C -19.5815 -0.1509 -27.5819
43 C -21.0441 0.2551 -27.4965
44 Br -22.0881 -1.0774 -28.5036
45 H -19.4798 -1.0985 -27.0632
46 H -19.2075 -0.2112 -28.5957
47 H -21.2609 1.2431 -27.8788
48 H -21.4056 0.0817 -26.4875
49 C -22.5764 -6.9918 -28.7818
50 O -22.2542 -5.9013 -28.3574
51 N -23.5983 -7.7283 -28.2795
52 C -23.9676 -9.0362 -28.7473
53 C -24.4788 -7.1304 -27.3008
54 H -22.0519 -7.4695 -29.6223
55 H -23.1206 -9.6228 -29.1066
56 H -24.7178 -9.0638 -29.5435
57 H -24.3992 -9.6142 -27.9272
58 H -24.1211 -6.2282 -26.8173
59 H -25.4490 -6.8557 -27.7251
60 H -24.6624 -7.8199 -26.4713
61 C -26.8611 1.3598 -21.2997
62 O -26.1856 2.0791 -22.0004
63 N -26.8508 0.0130 -21.3415
64 C -27.7941 -0.7542 -20.5457
65 C -25.9706 -0.7458 -22.2174
66 H -27.5756 1.7063 -20.5402
67 H -27.2243 -1.3355 -19.8169
68 H -28.4493 -1.3702 -21.1576
69 H -28.4005 -0.0898 -19.9303
70 H -26.5978 -1.3712 -22.8534
71 H -25.3602 -0.0578 -22.7917
72 H -25.3183 -1.3954 -21.6288
73 C -24.2632 2.5657 -27.3281
74 O -25.3816 2.1443 -27.5313
75 N -23.6009 2.4510 -26.1562
76 C -22.2945 2.9762 -25.8872
77 C -24.2458 1.8385 -25.0156
78 H -23.6432 3.0805 -28.0822
79 H -21.6724 2.2609 -25.3383
80 H -22.3209 3.8296 -25.2005
81 H -21.7237 3.2424 -26.7756
82 H -24.1179 2.4329 -24.1099
83 H -25.2980 1.6534 -25.1988
84 H -23.8047 0.8585 -24.7875
85 C -22.6640 -2.5932 -24.9246
86 O -22.8156 -1.4607 -24.5021
87 N -22.7423 -3.7234 -24.1719
88 C -22.4007 -5.0400 -24.6580
89 C -23.1050 -3.6603 -22.7838
90 H -22.3248 -2.8512 -25.9447
91 H -21.7932 -5.6341 -23.9680
92 H -21.9472 -5.0510 -25.6440
93 H -23.3256 -5.6316 -24.6588
94 H -23.2948 -2.6388 -22.4609
95 H -24.0558 -4.1804 -22.5916
96 H -22.3854 -4.1125 -22.0981

Values from the calculation:
Orbital gap, eV: 8.86
DFT total energy, eV: -880392.782
Total charge: 0
2S+1: 1
Energy relative to the best compared isomer or geometry (same formula, charge and spin), kcal per mole: 0.0

Atomic partial charges in e from the Löwdin method, atoms 1 to 4: 0.572 -0.687 -0.675 0.593

(6)
Entry from the Open Molecules 2025 dataset: a molecular structure, C5H10BrCoO3 in a non-equilibrium geometry (the ωB97M-V functional and the def2-TZVPD basis).

Cartesian coordinates (Å):
1 Co -2.7169 -30.6300 6.5753
2 Br -4.8059 -29.1952 6.3882
3 O -6.2391 -24.1053 6.1540
4 C -5.8301 -24.7747 7.0784
5 O -4.6180 -24.6451 7.7001
6 C -4.3631 -25.7463 8.6399
7 C -5.7996 -26.0854 8.9485
8 C -6.5948 -25.8871 7.6772
9 H -3.7668 -25.2253 9.3890
10 H -3.7434 -26.5139 8.1764
11 H -6.2030 -25.4101 9.7030
12 H -5.9098 -27.0877 9.3625
13 H -7.6740 -25.7344 7.6902
14 H -6.3909 -26.7330 7.0207
15 C -6.2088 -29.7670 2.6897
16 O -6.3762 -28.4002 3.1828
17 H -6.6370 -29.7801 1.6874
18 H -5.1655 -30.0734 2.7658
19 H -6.7323 -30.5318 3.2634
20 H -6.2265 -28.4303 4.1305

Values from the calculation:
Orbital gap (spin up / spin down), eV: 7.81 / 2.84
DFT total energy, eV: -119147.597
Total charge: +1
2S+1: 4
Energy relative to the best compared isomer or geometry (same formula, charge and spin), kcal per mole: 0.0

Atomic partial charges in e from the Löwdin method, atoms 1 to 4: 0.390 -0.113 0.446 -0.306